No. 1
Computed, not measured: a cluster of 7 separate species, C45H49NO9S2 in total at a distorted geometry, with ωB97M-V/def2-TZVPD.

## Properties
SMILES = C[C@H](COC(=O)CSOC(=O)OCON=O)OC(=O)CS.c1ccccc1.c1ccccc1.c1ccccc1.c1ccccc1.c1ccccc1.c1ccccc1
E_HOMO = -8.98 eV

Geometry (Å):
C1 1.3494 -5.6601 -0.4941
C2 0.2301 -4.5398 -0.8865
C3 0.0877 -4.6104 -2.4842
O1 1.3745 -4.8204 -3.1685
C4 2.1248 -3.6166 -3.2226
O2 3.3760 -3.7219 -3.0533
C5 1.5481 -2.1565 -3.5364
S1 2.9831 -1.0220 -3.8125
O3 2.5427 0.3892 -2.9586
C6 3.3600 1.4873 -3.3277
O4 3.0924 2.2012 -4.3256
O5 4.5100 1.8282 -2.5615
C7 4.1621 2.3990 -1.2740
O6 2.7575 2.7326 -1.1294
N1 2.6090 4.0193 -0.6948
O7 1.4233 4.1483 -0.5294
O8 0.7284 -3.2892 -0.3673
C8 -0.2755 -2.3113 -0.1689
O9 0.0665 -1.1054 -0.3696
C9 -1.7681 -2.5487 0.3400
S2 -1.8158 -2.6271 2.2156
H1 2.3804 -5.3155 -0.8357
H2 1.0632 -6.7068 -0.8523
H3 1.3429 -5.6901 0.6617
H4 -0.7435 -4.9202 -0.4319
H5 -0.5051 -5.5810 -2.7018
H6 -0.5307 -3.7661 -2.9481
H7 0.7857 -2.1761 -4.4046
H8 0.9657 -1.8025 -2.6144
H9 4.7867 3.3599 -1.1647
H10 4.4422 1.6280 -0.4655
H11 -2.3735 -1.6136 0.0349
H12 -2.2333 -3.4778 -0.1289
H13 -0.5336 -3.0183 2.5709
C10 0.5570 7.5711 1.0674
C11 1.7868 6.9220 1.0187
C12 2.9235 7.5448 1.5252
C13 2.8284 8.8147 2.0899
C14 1.5975 9.4615 2.1416
C15 0.4627 8.8422 1.6268
H14 -0.3288 7.0865 0.6694
H15 1.8593 5.9297 0.5849
H16 3.8837 7.0409 1.4811
H17 3.7138 9.2986 2.4891
H18 1.5228 10.4502 2.5829
H19 -0.4957 9.3494 1.6625
C16 -6.4931 -1.8090 -2.4726
C17 -5.1232 -1.9134 -2.2539
C18 -4.3088 -0.7936 -2.3899
C19 -4.8654 0.4342 -2.7353
C20 -6.2359 0.5396 -2.9505
C21 -7.0495 -0.5825 -2.8235
H20 -7.1274 -2.6832 -2.3699
H21 -4.6895 -2.8693 -1.9779
H22 -3.2392 -0.8776 -2.2257
H23 -4.2308 1.3083 -2.8365
H24 -6.6705 1.4972 -3.2183
H25 -8.1172 -0.5011 -2.9967
C22 0.0581 5.3247 3.7657
C23 0.4583 4.1952 3.0585
C24 0.6565 2.9898 3.7250
C25 0.4448 2.9116 5.0986
C26 0.0409 4.0403 5.8052
C27 -0.1484 5.2479 5.1400
H26 -0.0929 6.2646 3.2462
H27 0.6166 4.2546 1.9866
H28 0.9748 2.1109 3.1742
H29 0.5945 1.9707 5.6177
H30 -0.1257 3.9788 6.8759
H31 -0.4579 6.1290 5.6920
C28 6.3551 8.2691 3.4961
C29 7.1583 8.7450 4.5278
C30 8.2129 9.6086 4.2479
C31 8.4587 10.0043 2.9362
C32 7.6535 9.5316 1.9046
C33 6.6044 8.6609 2.1829
H32 5.5348 7.5929 3.7142
H33 6.9627 8.4418 5.5512
H34 8.8429 9.9741 5.0518
H35 9.2780 10.6814 2.7187
H36 7.8443 9.8416 0.8822
H37 5.9802 8.2882 1.3777
C34 -6.9283 -6.2775 -3.9859
C35 -6.4925 -5.8199 -2.7464
C36 -5.1311 -5.7588 -2.4661
C37 -4.2044 -6.1466 -3.4296
C38 -4.6402 -6.6007 -4.6705
C39 -6.0019 -6.6704 -4.9475
H38 -7.9900 -6.3282 -4.2031
H39 -7.2148 -5.5111 -1.9976
H40 -4.7916 -5.4081 -1.4968
H41 -3.1423 -6.0944 -3.2128
H42 -3.9175 -6.9015 -5.4222
H43 -6.3415 -7.0296 -5.9129
C40 -2.6722 -10.3547 0.8790
C41 -2.6395 -9.1635 0.1609
C42 -1.6859 -8.1956 0.4608
C43 -0.7578 -8.4235 1.4736
C44 -0.7886 -9.6164 2.1890
C45 -1.7480 -10.5802 1.8950
H44 -3.4179 -11.1077 0.6472
H45 -3.3586 -8.9889 -0.6330
H46 -1.6649 -7.2636 -0.0952
H47 -0.0109 -7.6710 1.7046
H48 -0.0644 -9.7947 2.9772
H49 -1.7751 -11.5078 2.4566



No. 2
Computed, not measured: a structure of composition C9H8O at a distorted geometry, with ωB97M-V/def2-TZVPD.

## Properties
E_HOMO (alpha / beta) = -7.99 / -7.99 eV

Geometry (Å):
C1 2.2327 1.4108 -0.4434
C2 2.4964 0.5291 0.6193
C3 1.0212 1.2194 -1.2197
C4 1.7674 -0.5883 0.9071
C5 0.2465 0.1085 -0.9153
C6 0.7090 -0.7682 0.0645
C7 -2.8365 -0.6893 1.1835
C8 -2.7527 -0.0093 0.0852
C9 -0.8796 -0.7876 -1.1402
O1 -0.3340 -1.7293 -0.1768
H1 2.8463 2.3364 -0.6973
H2 3.3085 0.9665 1.2754
H3 0.7249 1.9551 -1.9807
H4 1.9351 -1.1227 1.9035
H5 -3.5371 -0.5755 1.9246
H6 -2.2549 -1.5621 1.3992
H7 -3.2828 0.6003 -0.7323
H8 -1.4104 -1.2939 -2.0568



No. 3
Computed, not measured: a structure of composition C45H40F3I2N4NaOP2SSe3, with ωB97M-V/def2-TZVPD.

## Properties
E_HOMO = -2.22 eV
net charge = -2

Geometry (Å):
Na1 0.8049 -0.7600 -0.7887
C1 1.4725 5.7081 -0.8927
Se1 1.6478 3.9208 -0.1420
C2 0.5494 4.2490 1.4466
C3 0.9554 3.3142 2.5730
Se2 0.6349 1.4468 2.0760
C4 1.5817 0.6692 3.5767
H1 1.9543 5.6850 -1.8688
H2 1.9634 6.4484 -0.2622
H3 0.4241 5.9705 -1.0232
H4 -0.5038 4.1196 1.1867
H5 0.7081 5.2875 1.7450
H6 0.3905 3.5454 3.4788
H7 2.0196 3.4371 2.7842
H8 1.1349 0.9854 4.5191
H9 2.6360 0.9407 3.5461
H10 1.4599 -0.4053 3.4523
C5 -3.5106 -1.8334 1.0989
N1 -3.4254 -0.5002 0.4917
P1 -2.2629 -0.4094 -0.8183
C6 -2.6726 1.2165 -1.5530
C7 -1.7683 2.2422 -1.2926
C8 -1.9747 3.5129 -1.8039
C9 -3.0843 3.7705 -2.5943
C10 -3.9782 2.7480 -2.8827
C11 -3.7692 1.4763 -2.3697
C12 -3.0644 -1.5364 -2.0177
C13 -4.4379 -1.7789 -2.0645
C14 -4.9707 -2.6151 -3.0310
C15 -4.1334 -3.2139 -3.9668
C16 -2.7664 -2.9862 -3.9278
C17 -2.2336 -2.1546 -2.9479
P2 -4.2074 0.8353 1.1612
C18 -5.9614 0.2335 1.1962
C19 -6.7247 0.5678 0.0773
C20 -8.0215 0.0987 -0.0728
C21 -8.5826 -0.7096 0.9063
C22 -7.8397 -1.0422 2.0302
C23 -6.5405 -0.5743 2.1730
C24 -3.7651 0.7178 2.9371
C25 -4.5263 1.3496 3.9218
C26 -4.1033 1.3675 5.2423
C27 -2.9073 0.7555 5.5998
C28 -2.1367 0.1367 4.6264
C29 -2.5598 0.1255 3.3047
H11 -3.8791 -2.5632 0.3746
H12 -4.1965 -1.8120 1.9444
H13 -2.5362 -2.1782 1.4532
H14 -0.8729 2.0303 -0.7207
H15 -1.2472 4.2908 -1.6113
H16 -3.2365 4.7585 -3.0123
H17 -4.8292 2.9355 -3.5270
H18 -4.4548 0.6776 -2.6239
H19 -5.0877 -1.3152 -1.3279
H20 -6.0379 -2.8060 -3.0522
H21 -4.5505 -3.8723 -4.7200
H22 -2.0930 -3.4538 -4.6341
H23 -1.1588 -2.0123 -2.9109
H24 -6.2826 1.1972 -0.6881
H25 -8.5939 0.3643 -0.9533
H26 -9.5942 -1.0805 0.7933
H27 -8.2698 -1.6770 2.7959
H28 -5.9702 -0.8421 3.0542
H29 -5.4606 1.8320 3.6541
H30 -4.7092 1.8590 5.9950
H31 -2.5799 0.7634 6.6327
H32 -1.2012 -0.3484 4.8779
H33 -1.9310 -0.3506 2.5644
I1 -0.1764 2.1217 -5.1425
C30 1.6060 2.0648 -4.0553
C31 2.7290 2.7453 -4.5160
C32 3.8961 2.7733 -3.7928
I2 5.5220 3.8548 -4.5626
C33 3.9864 2.0963 -2.5508
C34 5.1211 2.0756 -1.7131
C35 5.0825 1.4004 -0.5242
C36 3.9062 0.7259 -0.1636
N2 2.8379 0.7187 -0.9209
C37 2.8468 1.3874 -2.0893
C38 1.5719 1.3635 -2.8298
O1 0.5739 0.7801 -2.3606
H34 2.6698 3.2687 -5.4618
H35 6.0164 2.6021 -2.0194
H36 5.9417 1.3795 0.1342
H37 3.8372 0.1777 0.7702
F1 1.3382 -3.4325 4.7452
C39 1.4344 -4.3058 3.7047
F2 2.0567 -5.4015 4.2285
F3 0.1941 -4.7051 3.4237
C40 2.2129 -3.7312 2.5597
C41 3.5202 -4.1576 2.3925
C42 4.2996 -3.6338 1.3764
C43 3.7186 -2.6620 0.5752
N3 2.4886 -2.2103 0.7406
C44 1.6848 -2.7266 1.7040
S1 0.0978 -2.0838 1.8036
H38 3.9195 -4.9173 3.0513
H39 5.3118 -3.9709 1.2025
H40 4.2744 -2.2154 -0.2442
Se3 1.6610 -3.3031 -2.2549
C45 0.8757 -3.7149 -3.8520
N4 0.3822 -3.9901 -4.8668